Entry one
{
  "formula": "C6H13NS",
  "method": "ωB97M-V/def2-TZVPD",
  "elements": ["C", "C", "C", "C", "N", "C", "C", "S", "H", "H", "H", "H", "H", "H", "H", "H", "H", "H", "H", "H", "H"],
  "positions_angstrom": [[1.826, 1.414, 0.249], [0.399, 0.812, 0.295], [-0.667, 1.040, -0.820], [-0.992, -0.458, -0.856], [-2.225, -0.679, -0.265], [0.203, -0.836, 0.107], [0.020, -1.566, 1.408], [1.571, -1.540, -0.896], [2.168, 1.060, -0.663], [1.827, 2.536, 0.250], [2.398, 1.115, 1.155], [0.020, 1.046, 1.375], [-1.475, 1.826, -0.432], [-0.340, 1.588, -1.840], [-0.956, -0.964, -1.896], [-2.962, -0.685, -0.934], [-2.410, 0.103, 0.473], [-0.746, -2.467, 1.072], [-0.420, -0.939, 2.238], [1.098, -1.891, 1.815], [1.664, -0.517, -1.837]],
  "mulliken_charge": [-1.23, -0.04, -0.90, -0.02, -0.61, 0.70, -1.31, -0.21, 0.33, 0.34, 0.29, 0.27, 0.26, 0.19, 0.41, 0.24, 0.27, 0.28, 0.30, 0.36, 0.11],
  "lumo_energy_ev": 0.846,
  "smiles": "C[C@H]1C[C@H](N)[C@@]1(C)S"
}

Entry two
{
  "formula": "C6H13NS",
  "method": "ωB97M-V/def2-TZVPD",
  "elements": ["C", "C", "N", "C", "S", "C", "C", "C", "H", "H", "H", "H", "H", "H", "H", "H", "H", "H", "H", "H", "H"],
  "positions_angstrom": [[-1.940, 1.867, -0.160], [-1.154, 0.800, 0.666], [-0.331, -0.183, -0.070], [-0.997, -1.244, -0.529], [-2.559, -1.703, -0.088], [1.073, -0.212, 0.123], [1.579, -1.131, 1.292], [1.749, -0.311, -1.418], [-2.906, 2.126, 0.280], [-1.492, 2.797, -0.159], [-2.013, 1.448, -1.242], [-1.846, 0.179, 1.220], [-0.545, 1.238, 1.424], [-0.372, -1.883, -1.154], [1.382, 0.800, 0.454], [1.189, -2.168, 1.110], [2.665, -1.072, 1.143], [1.270, -0.620, 2.162], [2.855, -0.225, -1.422], [1.228, -1.101, -1.838], [1.164, 0.600, -1.795]],
  "mulliken_charge": [-1.14, -0.86, 0.27, -0.02, -0.32, -0.25, -1.12, -1.01, 0.30, 0.38, 0.27, 0.51, 0.47, 0.18, 0.35, 0.30, 0.34, 0.35, 0.36, 0.33, 0.32],
  "lumo_energy_ev": 0.691,
  "smiles": "CCN(C=S)C(C)C"
}

Which structure above is the least stable? It is entry one.